{"formula": "C30H55ClP2RuSeSi2", "method": "ωB97M-V with the def2-TZVPD basis set", "species": ["Ru", "C", "C", "C", "Si", "C", "C", "Si", "H", "H", "H", "Cl", "C", "C", "C", "C", "H", "H", "H", "H", "H", "H", "H", "H", "H", "H", "H", "H", "C", "C", "P", "H", "H", "P", "H", "H", "C", "C", "C", "C", "C", "H", "C", "H", "H", "H", "H", "H", "H", "H", "C", "C", "H", "H", "H", "H", "H", "H", "H", "C", "C", "H", "H", "H", "H", "H", "H", "C", "C", "H", "H", "H", "H", "H", "H", "H", "C", "H", "H", "H", "Se", "C", "C", "C", "C", "C", "C", "H", "H", "H", "H", "H"], "xyz": [[0.264, 0.405, 0.641], [0.553, 2.310, -2.029], [-0.403, 2.639, -1.046], [0.260, 2.494, 0.253], [-2.224, 2.926, -1.333], [1.581, 1.923, 0.000], [1.697, 1.728, -1.447], [2.970, 0.678, -2.317], [0.422, 2.481, -3.100], [0.017, 3.076, 1.137], [2.425, 2.045, 0.673], [0.079, -0.823, 2.541], [2.503, 0.526, -4.115], [4.680, 1.397, -2.119], [-2.588, 2.722, -3.149], [-2.749, 4.604, -0.715], [4.740, 2.297, -2.748], [5.435, 0.681, -2.471], [4.918, 1.686, -1.088], [1.515, 0.063, -4.232], [3.253, -0.091, -4.630], [2.485, 1.519, -4.588], [-2.278, 5.361, -1.358], [-2.454, 4.806, 0.321], [-3.839, 4.709, -0.801], [-2.008, 3.447, -3.736], [-3.657, 2.908, -3.324], [-2.340, 1.710, -3.495], [2.793, -1.036, -1.500], [-3.078, 1.502, -0.390], [2.386, -1.008, 0.286], [3.709, -1.617, -1.692], [1.953, -1.564, -1.990], [-2.232, 0.982, 1.158], [-3.074, 0.618, -1.049], [-4.125, 1.778, -0.204], [-3.376, -0.327, 1.884], [-2.590, 2.483, 2.267], [4.016, -0.352, 1.009], [2.422, -2.819, 0.802], [1.037, -3.451, 0.869], [2.834, -2.772, 1.821], [3.297, -3.712, -0.079], [2.877, -3.799, -1.089], [3.297, -4.718, 0.369], [4.340, -3.389, -0.157], [0.385, -2.906, 1.562], [1.135, -4.484, 1.224], [0.554, -3.467, -0.116], [4.049, 0.673, 0.608], [5.266, -1.110, 0.558], [3.991, -0.278, 2.544], [5.382, -1.177, -0.531], [5.296, -2.116, 0.992], [6.142, -0.568, 0.941], [3.680, 0.718, 2.880], [5.006, -0.443, 2.930], [3.326, -1.032, 2.998], [-2.019, 3.279, 1.763], [-2.036, 2.306, 3.690], [-4.063, 2.891, 2.342], [-4.527, 3.077, 1.367], [-4.121, 3.830, 2.911], [-4.650, 2.146, 2.892], [-1.036, 2.749, 3.774], [-1.989, 1.250, 4.002], [-2.681, 2.843, 4.399], [-2.916, -1.743, 1.574], [-4.838, -0.208, 1.450], [-3.284, -0.159, 2.966], [-4.943, -0.390, 0.374], [-5.308, 0.751, 1.690], [-5.403, -0.990, 1.977], [-2.861, -1.918, 0.490], [-3.631, -2.456, 2.000], [-1.925, -1.945, 1.997], [1.187, 1.665, 2.728], [1.610, 2.666, 2.568], [0.349, 1.724, 3.422], [1.945, 1.002, 3.137], [-0.551, -0.528, -1.350], [-1.160, -2.369, -1.799], [-2.523, -2.682, -1.704], [-2.925, -4.018, -1.778], [-1.980, -5.011, -2.087], [-0.669, -4.652, -2.415], [-0.269, -3.312, -2.336], [-3.250, -1.883, -1.559], [-3.971, -4.282, -1.596], [-2.283, -6.063, -2.104], [0.049, -5.412, -2.740], [0.719, -2.996, -2.675]], "forces_ev_per_a": [[0.9, 1.4, 2.8], [-0.1, 0.0, 0.1], [0.7, 0.7, -0.3], [0.9, 0.5, -0.7], [0.4, -0.8, 0.3], [-0.4, 1.2, -0.5], [0.1, 1.0, -0.1], [-0.7, -0.2, 0.5], [-0.2, -0.6, 0.3], [-0.1, -0.1, -0.4], [-0.1, -0.1, -0.3], [-0.3, -1.6, 2.1], [0.2, 0.1, -0.2], [0.2, 0.0, -0.1], [-0.1, 0.2, -0.1], [-0.2, 0.2, -0.1], [0.1, -0.2, 0.1], [0.0, 0.2, 0.1], [0.0, -0.1, -0.2], [0.2, 0.1, 0.1], [-0.2, 0.1, 0.0], [0.0, -0.3, 0.0], [-0.1, -0.1, 0.2], [-0.1, -0.1, -0.2], [0.2, 0.1, 0.1], [-0.2, -0.2, 0.0], [0.2, -0.1, -0.1], [0.0, 0.2, 0.1], [0.3, -0.1, -0.3], [-0.2, 0.2, -0.1], [1.3, -0.7, 0.2], [-0.3, 0.1, 0.1], [0.4, 0.4, 0.1], [-1.3, 0.5, 0.6], [0.0, 0.3, 0.1], [0.2, -0.1, 0.0], [0.0, 0.4, -0.1], [0.1, -0.4, -0.5], [-0.5, -0.2, -0.3], [0.2, 0.3, -0.1], [-0.4, 0.1, 0.2], [0.0, -0.1, -0.2], [0.2, -0.3, 0.2], [0.1, 0.0, 0.2], [0.0, 0.2, -0.2], [-0.3, -0.1, -0.1], [0.2, -0.3, -0.3], [-0.1, 0.1, -0.1], [0.2, -0.1, 0.3], [0.1, -0.3, 0.1], [0.3, 0.2, 0.0], [0.0, 0.1, 0.1], [-0.1, 0.0, 0.3], [0.0, 0.3, -0.1], [-0.1, -0.1, -0.1], [0.1, -0.4, 0.0], [-0.2, 0.0, 0.0], [0.2, 0.3, -0.1], [-0.3, -0.1, 0.2], [0.1, 0.1, 0.1], [0.0, 0.3, 0.1], [0.1, -0.1, 0.2], [-0.1, -0.1, -0.1], [0.1, 0.2, -0.1], [-0.4, -0.2, 0.1], [0.1, 0.4, -0.1], [0.1, -0.2, -0.1], [0.4, -0.3, -0.1], [-0.3, -0.1, 0.3], [-0.1, -0.1, -0.1], [0.0, 0.0, 0.2], [0.1, -0.2, -0.2], [0.0, 0.2, -0.2], [-0.1, 0.1, 0.4], [0.1, 0.0, -0.1], [-0.4, 0.0, -0.2], [-0.1, -0.2, 0.0], [-0.2, -0.2, -0.5], [0.2, -0.3, -0.4], [-0.4, 0.0, -0.3], [-1.1, -1.7, -2.8], [0.0, 0.7, -0.4], [0.3, -0.4, 0.2], [0.4, 0.0, -0.3], [-0.2, 0.1, 0.1], [-0.2, 0.2, -0.2], [-0.3, -0.1, 0.4], [0.2, -0.3, 0.2], [0.4, 0.1, -0.1], [0.1, 0.4, 0.0], [-0.3, 0.3, 0.1], [-0.2, -0.3, 0.4]], "orbital_gap_ev": [5.75, 6.62], "charge": 0, "e_lumo_ev": [0.05, -0.96], "de_lowest_kj_mol": 71.2, "e_homo_ha": [-0.2095, -0.2784], "spin_multiplicity": 5}

***

{"formula": "C30H55I2NO15", "method": "ωB97M-V with the def2-TZVPD basis set", "species": ["C", "C", "C", "C", "N", "C", "C", "O", "C", "C", "C", "C", "O", "O", "C", "C", "I", "C", "C", "I", "H", "H", "H", "H", "H", "H", "H", "H", "H", "H", "H", "H", "H", "H", "H", "H", "H", "H", "H", "H", "H", "H", "H", "C", "C", "O", "C", "O", "O", "C", "H", "H", "H", "H", "H", "H", "H", "H", "C", "C", "O", "C", "O", "O", "C", "H", "H", "H", "H", "H", "H", "H", "H", "C", "C", "O", "C", "O", "O", "C", "H", "H", "H", "H", "H", "H", "H", "H", "C", "C", "O", "C", "O", "O", "C", "H", "H", "H", "H", "H", "H", "H", "H"], "xyz": [[5.483, 0.683, 1.846], [5.878, 0.561, 0.358], [5.366, 1.677, -0.567], [3.953, 2.184, -0.243], [3.006, 1.114, -0.627], [1.739, 1.154, 0.087], [1.120, -0.220, -0.262], [1.081, -0.562, -1.614], [-0.212, -0.903, -2.067], [-0.535, -2.361, -1.729], [-1.982, -2.683, -2.117], [2.018, -1.063, 0.663], [2.763, -1.892, 0.451], [1.743, -0.482, 1.896], [1.836, 0.935, 1.616], [1.081, 1.852, 2.535], [2.294, 3.254, 3.596], [-0.204, 1.842, 2.727], [-1.113, 0.902, 1.973], [-1.237, 3.134, 4.068], [4.641, 0.020, 2.034], [5.235, 1.692, 2.166], [6.285, 0.298, 2.469], [6.964, 0.509, 0.325], [5.528, -0.398, -0.009], [5.261, 1.226, -1.556], [6.072, 2.496, -0.692], [3.857, 2.514, 0.786], [3.817, 3.068, -0.876], [2.776, 1.308, -1.594], [1.088, 1.998, -0.161], [0.134, -0.416, 0.154], [-0.264, -0.831, -3.153], [-0.994, -0.236, -1.694], [-0.412, -2.455, -0.647], [0.197, -3.023, -2.180], [-2.588, -1.805, -1.897], [-2.370, -3.531, -1.569], [-2.046, -2.853, -3.187], [2.866, 1.147, 1.896], [-0.887, 0.992, 0.917], [-2.144, 1.210, 2.092], [-1.032, -0.110, 2.352], [-4.012, -0.400, 8.743], [-3.661, -1.798, 8.279], [-3.219, -1.801, 6.913], [-1.958, -1.404, 6.715], [-1.175, -1.064, 7.563], [-1.723, -1.437, 5.400], [-0.429, -0.961, 5.020], [-4.734, 0.058, 8.065], [-4.437, -0.426, 9.747], [-3.130, 0.241, 8.760], [-4.548, -2.430, 8.308], [-2.911, -2.258, 8.921], [0.359, -1.472, 5.568], [-0.367, 0.116, 5.178], [-0.306, -1.170, 3.962], [-5.424, -2.860, 5.278], [-6.580, -2.462, 4.384], [-7.145, -3.597, 3.707], [-7.961, -4.354, 4.439], [-8.273, -4.164, 5.588], [-8.375, -5.373, 3.678], [-9.205, -6.315, 4.359], [-4.680, -3.424, 4.713], [-4.954, -1.984, 5.702], [-5.764, -3.500, 6.094], [-6.226, -1.793, 3.601], [-7.352, -1.932, 4.941], [-10.044, -5.821, 4.843], [-8.619, -6.871, 5.090], [-9.584, -7.005, 3.609], [5.153, 7.060, -5.899], [5.592, 5.755, -5.268], [4.676, 5.329, -4.249], [3.556, 4.754, -4.686], [3.259, 4.551, -5.836], [2.806, 4.448, -3.622], [1.531, 3.890, -3.946], [4.992, 7.819, -5.133], [5.906, 7.418, -6.601], [4.213, 6.938, -6.437], [6.551, 5.890, -4.771], [5.719, 4.971, -6.015], [1.632, 3.038, -4.616], [0.891, 4.650, -4.392], [1.083, 3.555, -3.013], [2.353, -0.349, -5.703], [2.167, 0.270, -7.072], [1.737, -0.706, -8.033], [0.444, -1.027, -7.983], [-0.377, -0.569, -7.229], [0.213, -1.958, -8.914], [-1.126, -2.456, -8.928], [3.022, -1.208, -5.758], [2.770, 0.379, -5.006], [1.405, -0.705, -5.300], [3.117, 0.654, -7.438], [1.468, 1.106, -7.042], [-1.847, -1.644, -8.998], [-1.313, -3.053, -8.037], [-1.220, -3.090, -9.806]], "forces_ev_per_a": [[0.1, -0.6, -0.4], [0.1, 0.3, 0.5], [-0.4, -0.5, 0.0], [0.9, 0.1, -1.0], [0.0, 1.3, 1.0], [-1.4, -1.3, -0.3], [-0.1, -0.6, -0.2], [0.6, 0.6, -0.2], [-0.2, -1.2, -0.5], [-0.4, 0.6, 0.6], [0.6, 0.4, -0.1], [-3.7, 3.9, 0.0], [3.1, -4.1, -0.5], [0.1, 0.1, 0.3], [2.1, 0.8, 0.6], [1.2, 0.5, 0.4], [0.0, -0.5, -0.4], [-2.1, 0.0, 0.4], [-0.3, 0.7, 0.3], [0.2, -0.4, -0.3], [-0.3, 0.1, 0.2], [0.1, 0.1, 0.0], [0.1, 0.1, 0.2], [0.1, 0.1, -0.3], [-0.1, -0.1, -0.1], [0.2, 0.1, -0.2], [0.0, 0.2, 0.3], [-0.2, -0.2, 0.2], [-0.3, 0.1, 0.2], [0.0, -0.5, -0.1], [0.0, 0.1, 0.1], [-0.1, 0.5, 0.1], [0.4, 0.4, -0.1], [0.1, 0.1, 0.3], [0.0, -0.2, 0.1], [0.1, 0.0, -0.2], [-0.3, -0.1, 0.1], [-0.1, -0.2, 0.0], [-0.2, -0.2, -0.1], [0.1, 0.0, -0.3], [0.0, -0.3, -0.1], [-0.2, 0.0, 0.0], [0.1, -0.2, -0.2], [0.2, 0.2, -0.2], [-0.2, 0.1, 0.5], [0.4, 0.0, 0.2], [0.0, 0.1, 0.0], [-0.1, -0.1, -0.1], [0.0, -0.1, 0.0], [0.2, 0.1, -0.1], [-0.1, -0.1, 0.1], [0.0, 0.0, 0.0], [0.0, -0.1, 0.1], [0.0, 0.0, -0.2], [0.1, 0.1, -0.1], [-0.1, 0.1, 0.1], [0.1, 0.0, 0.1], [-0.1, -0.1, 0.0], [-0.4, -0.4, -0.1], [0.3, 0.3, 0.2], [-0.2, 0.0, -0.1], [0.1, 0.0, 0.0], [0.0, 0.0, -0.1], [0.0, 0.1, 0.0], [-0.1, -0.2, 0.0], [0.1, 0.1, 0.0], [0.0, 0.1, -0.1], [-0.1, 0.1, 0.0], [-0.1, -0.2, -0.2], [-0.1, -0.2, 0.0], [0.1, 0.0, 0.1], [0.0, 0.1, 0.1], [0.1, 0.1, -0.1], [-0.3, 0.0, 0.0], [0.3, 0.2, -0.3], [-0.1, -0.2, 0.1], [0.0, 0.1, 0.0], [0.0, 0.0, 0.1], [0.1, -0.1, 0.0], [-0.2, -0.1, 0.1], [0.1, 0.0, 0.0], [0.0, 0.0, 0.0], [0.1, -0.1, -0.1], [-0.1, -0.1, 0.2], [-0.2, 0.0, 0.0], [0.0, 0.1, -0.1], [0.0, -0.1, -0.1], [0.1, 0.1, 0.1], [-0.2, -0.2, 0.0], [0.2, 0.3, 0.4], [-0.1, 0.0, -0.1], [0.1, 0.0, 0.1], [0.1, 0.0, -0.1], [0.0, 0.1, 0.0], [-0.2, -0.1, -0.1], [0.1, 0.1, 0.0], [0.0, 0.0, 0.0], [0.0, 0.1, 0.0], [0.0, -0.1, -0.2], [-0.1, -0.1, 0.0], [0.0, 0.0, 0.1], [-0.1, 0.1, 0.0], [0.2, 0.0, 0.0]], "orbital_gap_ev": 8.96, "charge": 0, "e_lumo_ev": -0.29, "e_homo_ha": -0.3398}

***

{"formula": "C30H55N4O2P2W", "method": "ωB97M-V with the def2-TZVPD basis set", "species": ["C", "C", "C", "C", "C", "H", "H", "H", "N", "P", "P", "C", "H", "H", "C", "O", "C", "H", "C", "C", "C", "C", "C", "H", "H", "H", "C", "H", "H", "H", "C", "H", "H", "H", "C", "H", "H", "H", "C", "H", "H", "H", "C", "H", "H", "H", "C", "H", "H", "H", "C", "H", "H", "H", "C", "H", "H", "H", "C", "H", "H", "H", "C", "H", "H", "H", "C", "H", "H", "H", "W", "N", "C", "C", "C", "C", "C", "H", "H", "H", "H", "H", "H", "H", "H", "H", "N", "C", "N", "O", "H", "H", "H", "H"], "xyz": [[2.339, -1.227, -1.102], [1.778, 0.933, -1.933], [3.370, -1.324, -2.019], [2.636, 0.709, -3.024], [3.486, -0.367, -3.020], [4.080, -2.140, -1.913], [2.596, 1.390, -3.863], [4.230, -0.515, -3.800], [1.482, -0.174, -1.124], [0.405, -2.391, 0.577], [0.277, 2.255, -0.046], [2.085, -2.323, -0.093], [2.344, -3.299, -0.522], [2.787, -2.232, 0.745], [-1.170, -0.180, 1.467], [-1.690, -0.215, 2.550], [1.245, 2.187, -1.555], [1.025, 2.892, -2.374], [-1.535, 3.181, -0.005], [1.824, 3.353, 0.711], [-0.468, -3.752, -0.459], [0.730, -3.086, 2.353], [-2.710, 2.239, 0.304], [-2.607, 1.713, 1.256], [-3.611, 2.871, 0.373], [-2.896, 1.509, -0.493], [-1.558, 4.298, 1.044], [-1.365, 3.894, 2.046], [-0.848, 5.107, 0.835], [-2.568, 4.741, 1.057], [-1.749, 3.707, -1.415], [-2.762, 4.122, -1.492], [-1.036, 4.472, -1.741], [-1.703, 2.873, -2.117], [1.564, 3.802, 2.143], [1.325, 2.932, 2.775], [2.470, 4.288, 2.555], [0.738, 4.515, 2.209], [3.111, 2.523, 0.731], [3.030, 1.660, 1.405], [3.399, 2.162, -0.255], [3.949, 3.144, 1.091], [1.945, 4.546, -0.244], [2.322, 4.248, -1.218], [0.982, 5.029, -0.403], [2.630, 5.300, 0.148], [-0.581, -3.500, 3.042], [-0.361, -3.807, 4.080], [-1.288, -2.664, 3.093], [-1.074, -4.355, 2.562], [1.366, -1.951, 3.165], [2.361, -1.687, 2.792], [0.753, -1.044, 3.168], [1.482, -2.270, 4.213], [1.701, -4.281, 2.404], [2.677, -4.051, 1.965], [1.883, -4.552, 3.457], [1.317, -5.183, 1.920], [-0.121, -3.490, -1.929], [0.949, -3.616, -2.137], [-0.672, -4.201, -2.563], [-0.420, -2.481, -2.238], [-1.979, -3.578, -0.244], [-2.336, -2.625, -0.651], [-2.512, -4.382, -0.777], [-2.256, -3.628, 0.818], [-0.086, -5.214, -0.140], [0.991, -5.407, -0.237], [-0.430, -5.556, 0.845], [-0.583, -5.873, -0.875], [-0.456, -0.151, -0.329], [-1.955, -0.516, -1.597], [-2.711, -0.712, -2.534], [-2.715, -0.084, -3.959], [-1.795, 1.122, -4.096], [-2.031, -1.152, -4.820], [-4.126, 0.381, -4.340], [-2.136, 2.005, -3.553], [-0.759, 0.907, -3.797], [-1.801, 1.381, -5.156], [-2.295, -2.198, -4.585], [-2.159, -0.957, -5.895], [-0.959, -1.022, -4.605], [-4.191, 0.422, -5.442], [-4.948, -0.235, -3.940], [-4.276, 1.431, -4.027], [1.296, 1.641, 6.073], [0.471, 1.162, 5.088], [-0.629, 0.484, 5.554], [0.743, 1.254, 3.887], [0.974, 1.689, 7.031], [2.027, 2.258, 5.778], [-1.345, 0.288, 4.869], [-0.914, 0.626, 6.514]], "forces_ev_per_a": [[-0.6, -0.5, 0.1], [-0.2, -0.6, 0.2], [0.5, 0.0, 0.5], [-0.3, 0.7, -0.3], [0.2, -0.7, -0.2], [-0.2, 0.1, -0.2], [0.4, 0.3, 0.2], [-0.2, 0.2, 0.0], [0.9, 0.3, 0.6], [0.2, -1.6, -0.2], [0.3, 0.5, 1.2], [0.9, -0.1, -0.4], [-0.1, 0.2, 0.0], [-0.1, 0.3, -0.1], [-3.7, 0.0, 6.0], [2.7, 0.1, -5.2], [-2.4, -0.7, -2.4], [0.6, -0.1, 0.5], [0.4, 0.4, -0.4], [0.4, 0.3, 1.2], [-0.3, 0.1, -0.2], [-0.3, 0.3, 0.8], [0.3, -0.2, 0.2], [-0.1, 0.3, -0.1], [0.3, -0.2, -0.1], [0.0, 0.1, 0.1], [0.3, 0.0, 0.1], [-0.1, 0.2, -0.2], [-0.2, -0.2, 0.0], [0.3, -0.2, -0.1], [0.0, 0.1, -0.3], [0.2, 0.1, 0.1], [-0.1, -0.1, 0.2], [0.1, 0.2, 0.1], [-0.5, -0.2, 0.4], [0.1, 0.4, -0.1], [-0.4, -0.2, -0.4], [0.3, -0.1, 0.0], [-0.1, -0.5, -0.1], [0.0, 0.2, 0.0], [0.1, 0.0, -0.1], [-0.5, -0.1, -0.1], [-0.4, -0.3, -0.3], [0.2, 0.1, 0.0], [0.0, 0.2, 0.0], [0.0, -0.2, 0.3], [-0.3, 0.0, 0.0], [0.0, 0.2, -0.4], [0.0, -0.2, 0.0], [0.2, 0.2, 0.1], [-0.1, 0.3, 0.0], [-0.1, 0.0, 0.1], [0.1, 0.0, 0.1], [0.0, 0.0, -0.4], [0.1, -0.3, -0.6], [-0.1, 0.0, 0.1], [-0.2, 0.4, -0.3], [0.1, 0.3, 0.2], [0.0, 0.0, -0.1], [-0.3, 0.0, 0.0], [0.2, 0.2, 0.2], [0.1, -0.1, -0.1], [-0.3, 0.0, 0.0], [0.0, -0.3, 0.2], [0.2, 0.2, 0.2], [0.0, 0.0, -0.3], [0.2, -0.1, 0.1], [-0.2, 0.1, 0.1], [0.1, 0.2, -0.3], [0.1, 0.4, 0.2], [1.7, -0.1, 0.3], [-3.8, -1.8, -2.6], [4.5, 3.4, 2.5], [-1.1, -0.6, -0.6], [0.3, 0.6, 0.9], [0.4, -0.8, -0.1], [-0.5, 0.2, -0.5], [-0.1, -0.3, -0.2], [-0.2, 0.0, -0.1], [0.0, -0.1, 0.0], [-0.1, 0.5, -0.3], [-0.2, 0.0, 0.4], [-0.2, -0.5, -0.2], [-0.1, -0.3, 0.5], [0.4, 0.2, -0.3], [0.0, -0.6, 0.2], [-0.7, -0.2, -0.4], [0.3, -0.1, 0.8], [0.1, 0.2, -0.3], [-0.2, -0.1, 0.0], [0.2, 0.1, -0.3], [0.2, 0.1, 0.1], [0.1, 0.1, 0.3], [-0.1, -0.1, -0.3]], "orbital_gap_ev": [5.61, 5.24], "charge": 3, "e_lumo_ev": [-10.92, -11.29], "de_lowest_kj_mol": 56.8, "e_homo_ha": [-0.6074, -0.6077], "spin_multiplicity": 3}